(1)
This record from OMol25 describes a structure of composition C9H11O3. The level of theory is wB97M-V/def2-TZVPD.

Output
Net charge: -1
Relative energy (zero: lowest compared OMol25 entry of this formula, charge and spin) in kJ/mol: 93.3
Lowest unoccupied orbital energy in eV: 3.375

Atoms and positions in Å:
C  -3.572  0.402  -2.160
C  -0.225  1.420  -0.561
C  -0.302  0.740  0.657
C  -1.324  1.371  -1.413
C  -2.507  0.733  -1.118
C  -1.578  0.227  1.076
C  -2.645  0.259  0.189
O  0.633  0.677  1.605
H  0.654  1.798  -1.076
H  -1.273  1.761  -2.431
H  -1.598  -0.212  2.064
H  1.470  0.057  1.204
H  -3.738  -0.635  -2.408
H  -3.233  0.989  -3.046
H  -3.599  -0.102  0.567
H  -4.486  1.002  -2.052
C  4.222  -1.793  1.774
C  3.508  -1.119  0.598
O  4.125  -0.936  -0.457
O  2.283  -0.828  0.751
H  5.256  -2.014  1.553
H  3.677  -2.698  2.055
H  4.250  -1.099  2.627

(2)
This record from OMol25 describes the molecule C9H11P. The level of theory is wB97M-V/def2-TZVPD.

Output
Relative energy (zero: lowest compared OMol25 entry of this formula, charge and spin) in kJ/mol: 474.1
Lowest unoccupied orbital energy (spin up / spin down) in eV: -0.207 / -0.863

Atoms and positions in Å:
C  -1.473  0.895  0.088
C  -1.406  -1.431  0.621
C  0.959  1.770  0.190
C  -0.074  0.853  0.288
C  -2.149  -0.359  0.315
C  0.495  -0.423  0.470
C  2.346  1.309  0.361
C  -3.590  -0.331  0.010
C  2.662  -1.448  -0.855
P  2.251  -0.598  0.754
H  -1.954  1.792  -0.308
H  -1.096  -2.476  0.782
H  0.835  2.836  0.258
H  2.910  1.638  -0.533
H  2.927  1.819  1.189
H  -4.126  -1.096  0.641
H  -3.850  -0.456  -1.148
H  -3.978  0.737  0.332
H  2.421  -2.567  -0.631
H  3.734  -1.372  -0.978
H  2.157  -1.092  -1.848

(3)
This record from OMol25 describes the molecule C9H12. The level of theory is wB97M-V/def2-TZVPD.

Output
Relative energy (zero: lowest compared OMol25 entry of this formula, charge and spin) in kJ/mol: 215.3
SMILES: C=CCC(=C)C(=C)C=C
Lowest unoccupied orbital energy in eV: 0.789

Atoms and positions in Å:
C  2.939  1.134  0.075
C  1.727  0.865  -0.417
C  1.203  -0.521  -0.732
C  0.171  -1.011  0.253
C  0.476  -1.798  1.258
C  -1.197  -0.521  -0.073
C  -1.934  -1.020  -1.031
C  -1.529  0.788  0.596
C  -2.595  1.556  0.392
H  3.378  2.105  0.153
H  3.689  0.353  0.299
H  1.076  1.717  -0.691
H  0.788  -0.615  -1.736
H  2.077  -1.232  -0.756
H  -0.264  -2.146  1.886
H  1.513  -2.126  1.439
H  -2.914  -0.599  -1.311
H  -1.608  -1.902  -1.636
H  -0.960  1.079  1.469
H  -3.398  1.375  -0.323
H  -2.638  2.520  0.883

(4)
This record from OMol25 describes a structure of composition C9H12BaN2O2S. The level of theory is wB97M-V/def2-TZVPD.

Output
Relative energy (zero: lowest compared OMol25 entry of this formula, charge and spin) in kJ/mol: 7.1
Lowest unoccupied orbital energy in eV: -0.722

Atoms and positions in Å:
Ba  1.081  -1.677  1.230
N  -0.245  -2.592  -1.250
C  0.608  -2.149  -2.367
C  2.029  -2.654  -2.263
N  2.765  -1.963  -1.190
H  -0.623  -3.511  -1.452
H  -1.040  -1.961  -1.190
H  0.612  -1.057  -2.344
H  0.196  -2.454  -3.334
H  2.511  -2.525  -3.238
H  2.034  -3.725  -2.043
H  2.749  -0.960  -1.375
H  3.743  -2.230  -1.218
O  1.111  1.743  3.690
C  0.416  1.057  2.962
O  0.406  -0.245  2.949
C  -0.583  1.718  2.045
C  -1.560  2.497  2.663
C  -2.549  3.123  1.925
C  -2.548  2.993  0.542
C  -1.561  2.251  -0.083
C  -0.566  1.602  0.655
S  0.693  0.737  -0.260
H  -1.523  2.606  3.739
H  -3.307  3.716  2.421
H  -3.309  3.484  -0.052
H  -1.540  2.176  -1.162

(5)
This record from OMol25 describes the molecule C9H12Br2O3S. The level of theory is wB97M-V/def2-TZVPD.

Output
Relative energy (zero: lowest compared OMol25 entry of this formula, charge and spin) in kJ/mol: 131.0
SMILES: COCCOCCOc1cc(Br)sc1Br
Lowest unoccupied orbital energy in eV: 0.446

Atoms and positions in Å:
Br  -3.805  -1.893  4.969
Br  -2.337  -1.916  -1.178
O  0.021  -1.729  1.177
O  2.360  3.424  -1.580
O  0.927  0.818  0.353
S  -3.973  -1.922  1.689
C  -3.050  -1.815  3.205
C  -2.459  -1.764  0.766
C  -1.758  -1.493  2.945
C  -1.293  -1.631  1.602
C  3.177  3.634  -2.727
C  1.058  -1.060  1.972
C  2.002  2.045  -1.354
C  0.939  0.418  1.631
C  1.500  2.070  -0.038
H  -0.987  -1.304  3.650
H  4.177  3.882  -2.425
H  3.217  2.889  -3.512
H  2.702  4.421  -3.340
H  2.091  -1.476  1.802
H  0.910  -1.239  3.073
H  1.212  1.612  -2.080
H  2.823  1.326  -1.417
H  -0.068  0.692  2.069
H  1.676  1.017  2.238
H  2.389  2.313  0.654
H  0.838  2.970  0.143

(6)
This record from OMol25 describes a structure of composition C9H12BrF3FeN3O5S. The level of theory is wB97M-V/def2-TZVPD.

Output
<S²>: 6.01
Net charge: +1
Relative energy (zero: lowest compared OMol25 entry of this formula, charge and spin) in kJ/mol: 0.0
2S+1: 5
Lowest unoccupied orbital energy (spin up / spin down) in eV: -2.832 / -3.237

Atoms and positions in Å:
Fe  -0.677  -0.383  -0.683
C  -2.405  4.195  -2.494
O  -1.277  3.352  -2.192
C  -1.445  2.103  -1.847
O  -0.450  1.418  -1.579
N  -2.693  1.586  -1.808
N  -2.818  0.251  -1.400
H  -1.980  5.163  -2.731
H  -3.055  4.290  -1.624
H  -2.944  3.814  -3.361
H  -3.516  2.139  -1.976
H  -3.225  -0.303  -2.147
H  -3.419  0.190  -0.579
C  4.199  -0.615  2.181
C  3.393  -1.000  0.975
C  3.893  -1.832  -0.021
C  3.114  -2.191  -1.113
C  1.839  -1.680  -1.150
Br  0.614  -2.065  -2.550
N  1.330  -0.879  -0.225
C  2.091  -0.544  0.821
H  5.260  -0.795  2.017
H  3.889  -1.199  3.049
H  4.063  0.438  2.424
H  4.906  -2.209  0.053
H  3.485  -2.838  -1.893
H  1.627  0.108  1.551
F  -1.677  -0.903  4.090
C  -1.427  -1.687  3.054
F  -0.106  -1.833  2.923
F  -1.981  -2.873  3.240
S  -2.098  -0.918  1.526
O  -3.508  -0.780  1.694
O  -1.327  0.322  1.340
O  -1.675  -1.841  0.436

(7)
This record from OMol25 describes a structure of composition C9H12FNNaO. The level of theory is wB97M-V/def2-TZVPD.

Output
Net charge: +1
Relative energy (zero: lowest compared OMol25 entry of this formula, charge and spin) in kJ/mol: 74.7
Lowest unoccupied orbital energy in eV: -5.324

Atoms and positions in Å:
C  0.865  -1.946  1.890
C  1.327  -0.918  1.431
C  1.826  0.380  0.796
C  2.494  0.350  -0.614
C  1.794  1.607  -1.301
O  1.953  1.904  -2.463
N  0.971  2.248  -0.339
C  0.464  1.187  0.555
C  -0.565  0.388  -0.344
C  -1.898  -0.003  0.397
C  -2.610  -1.083  -0.507
F  -2.488  -0.737  -1.855
H  0.293  -2.811  2.228
H  2.383  0.936  1.581
H  2.347  -0.618  -1.141
H  3.566  0.664  -0.674
H  0.282  2.913  -0.683
H  0.124  1.564  1.543
H  -0.117  -0.494  -0.853
H  -0.874  1.088  -1.159
H  -2.597  0.850  0.531
H  -1.702  -0.484  1.391
H  -3.669  -1.265  -0.218
H  -1.974  -2.024  -0.384
Na  -2.160  -3.860  0.452

(8)
This record from OMol25 describes a structure of composition C9H12FNOP. The level of theory is wB97M-V/def2-TZVPD.

Output
Net charge: +1
Relative energy (zero: lowest compared OMol25 entry of this formula, charge and spin) in kJ/mol: 0.0
Lowest unoccupied orbital energy in eV: -4.990

Atoms and positions in Å:
C  -1.191  -0.813  -1.280
C  -1.426  -0.264  -0.087
C  -0.074  0.055  0.534
C  0.163  0.683  1.931
C  0.766  -1.099  -0.009
C  0.311  -0.909  -1.477
C  0.806  0.435  -1.955
C  -1.007  0.868  2.877
C  2.241  0.761  -2.188
N  0.437  1.217  -0.155
O  -2.557  0.094  0.527
F  3.027  0.477  -1.101
P  0.843  2.197  1.036
H  -1.911  -1.110  -2.018
H  0.982  0.157  2.436
H  1.834  -0.973  0.150
H  0.444  -2.063  0.375
H  0.638  -1.703  -2.147
H  0.121  0.991  -2.584
H  -1.374  -0.104  3.200
H  -1.828  1.396  2.402
H  -0.687  1.424  3.755
H  2.383  1.824  -2.409
H  2.621  0.157  -3.027
H  -3.332  -0.163  0.009

(9)
This record from OMol25 describes a structure of composition C9H12IN3NiO5. The level of theory is wB97M-V/def2-TZVPD.

Output
<S²>: 2.00
2S+1: 3
Lowest unoccupied orbital energy (spin up / spin down) in eV: -0.119 / -0.467

Atoms and positions in Å:
Ni  -0.190  -1.150  -0.265
O  0.082  -0.451  1.948
C  -0.314  0.924  1.952
C  -1.639  1.105  1.230
N  -1.562  0.590  -0.141
C  -2.818  -0.047  -0.551
C  -2.948  -1.416  0.168
O  -4.031  -1.818  0.535
O  -1.811  -2.020  0.293
C  -1.058  1.549  -1.121
C  -0.313  0.827  -2.282
O  0.073  1.507  -3.216
O  -0.132  -0.433  -2.114
H  -0.624  -0.976  2.353
H  -0.391  1.295  2.977
H  0.486  1.466  1.447
H  -2.406  0.540  1.764
H  -1.923  2.163  1.242
H  -3.686  0.577  -0.330
H  -2.774  -0.254  -1.621
H  -1.855  2.159  -1.554
H  -0.332  2.216  -0.653
I  5.636  0.313  -1.638
C  3.984  -0.532  -0.714
C  3.972  -1.229  0.474
N  2.695  -1.582  0.693
N  1.886  -1.159  -0.288
C  2.655  -0.512  -1.154
H  4.773  -1.486  1.146
H  2.319  -2.086  1.476
H  2.245  -0.080  -2.054

(10)
This record from OMol25 describes a structure of composition C9H12InN5S2Se4. The level of theory is wB97M-V/def2-TZVPD.

Output
Relative energy (zero: lowest compared OMol25 entry of this formula, charge and spin) in kJ/mol: 0.0
Lowest unoccupied orbital energy in eV: 0.153

Atoms and positions in Å:
In  -0.565  -0.978  -0.208
Se  1.368  -2.423  -1.028
Se  0.072  -3.067  -2.870
Se  -1.730  -4.060  -1.805
Se  -2.773  -2.204  -0.794
C  -0.315  -0.646  6.215
C  -0.319  -1.005  4.761
C  -0.022  -2.301  4.338
C  -0.052  -2.544  2.983
N  -0.345  -1.578  2.116
C  -0.591  -0.346  2.604
S  -0.891  0.876  1.393
N  -0.601  -0.033  3.897
H  -0.860  -1.386  6.800
H  -0.760  0.336  6.355
H  0.711  -0.622  6.587
H  0.214  -3.083  5.045
H  0.152  -3.521  2.562
C  2.719  2.901  -3.944
C  1.633  3.288  -2.939
C  0.577  2.237  -2.830
N  0.563  1.320  -1.938
N  -0.481  0.439  -2.077
C  -1.263  0.710  -3.095
N  -2.318  -0.034  -3.458
S  -0.736  2.103  -3.977
H  3.482  3.677  -3.998
H  2.303  2.766  -4.943
H  3.196  1.968  -3.646
H  1.175  4.237  -3.222
H  2.059  3.412  -1.944
H  -2.620  -0.772  -2.823
H  -2.983  0.331  -4.115